Density functional theory data (wB97M-V/def2-TZVPD) for a structure of composition C4H2O2Y at a distorted geometry.

Values from the calculation:
HOMO (alpha / beta) (Ha): -0.5862 / -0.6149
Multiplicity: 2
Lowest unoccupied orbital energy (alpha / beta) (eV): -10.1 / -10.1
ΔE to the lowest compared entry with this formula, charge and spin (kcal/mol): 157.9
Calculated total energy (Eh): -341.3833
Gap between HOMO and LUMO (alpha / beta) (eV): 5.8 / 6.6
Total charge: +2

```
9
Properties=species:S:1:pos:R:3:mulliken_spin:R:1
O -0.9304 -0.9462 -2.6210 0.001
C 0.0588 -0.6049 -2.0930 -0.019
C 1.3671 -0.6545 -0.8216 0.047
C 1.6021 0.0127 -2.0525 0.233
H 1.7266 1.0769 -2.2674 0.017
H 2.6326 -0.7836 -1.3427 -0.031
O -1.3912 -0.3958 2.0551 0.010
C -2.4249 -0.7855 2.3132 -0.001
Y 0.8309 0.2072 1.2893 0.743
```